one:
ORCA calculation (ωB97M-V with the def2-TZVPD basis set) on a single C4H10N2O molecule.

Summary:
* E_LUMO: 0.80 eV
* HOMO level: -9.4397 eV
* frontier orbital gap: 10.24 eV

The geometry in ORCA input format:
```
! wB97M-V def2-TZVPD RIJCOSX def2/J DEFGRID3
* xyz 0 1
C -0.49388 0.87589 -0.25366
N 0.25276 -0.15278 0.42302
C -0.39216 -1.44412 0.60427
N -1.61395 -1.64002 0.14809
O 0.23111 -2.35661 1.19584
C 0.46999 1.60124 -1.29768
C 1.52648 2.49961 -0.47632
H -0.92560 1.78415 0.55538
H -1.41317 0.45801 -0.63962
H 1.14148 -0.27762 0.10924
H -2.15303 -0.86166 -0.26862
H -2.06740 -2.55080 0.27280
H 1.09384 0.98422 -2.02104
H -0.08639 2.13844 -2.04489
H 1.11846 3.14381 0.38723
H 2.45942 2.07698 -0.21478
H 1.84922 3.31114 -1.15992
*
```

For each atom in turn, the Mulliken charge in e is:
1. C -0.293
2. N -0.168
3. C 0.503
4. N -0.296
5. O -0.675
6. C -0.619
7. C -1.023
8. H 0.163
9. H 0.106
10. H 0.242
11. H 0.172
12. H 0.238
13. H 0.309
14. H 0.394
15. H 0.258
16. H 0.343
17. H 0.345

two:
ORCA calculation (ωB97M-V with the def2-TZVPD basis set) on 2 unconnected molecules or ions with the total composition C4H10N2O.

Summary:
* E_LUMO: 0.92 eV
* HOMO level: -9.7176 eV
* frontier orbital gap: 10.63 eV

The geometry in ORCA input format:
```
! wB97M-V def2-TZVPD RIJCOSX def2/J DEFGRID3
* xyz 0 1
O -0.63744 2.53877 -0.15860
C -1.31600 1.85920 0.56273
C -2.45713 0.99286 0.09222
H -1.09697 1.83517 1.63757
H -2.62645 1.17771 -0.96644
H -3.33645 1.26737 0.67470
H -2.21631 -0.05537 0.26622
C 1.44452 -1.93020 0.92639
N 1.99689 -0.36477 -1.32703
C 0.72274 -0.37417 -0.65684
N 0.41116 -0.98829 0.39806
H 1.84469 -2.52530 0.11329
H 0.95180 -2.58214 1.64503
H 2.18630 -1.32269 1.44301
H 1.79314 -0.40975 -2.32660
H 2.35578 0.59283 -1.22944
H -0.02028 0.28876 -1.09428
*
```

For each atom in turn, the Mulliken charge in e is:
1. O -0.476
2. C 0.137
3. C -0.912
4. H 0.340
5. H 0.290
6. H 0.353
7. H 0.285
8. C -0.777
9. N -0.642
10. C -0.003
11. N -0.286
12. H 0.296
13. H 0.275
14. H 0.273
15. H 0.282
16. H 0.268
17. H 0.297

three:
ORCA calculation (ωB97M-V with the def2-TZVPD basis set) on 2 unconnected molecules or ions with the total composition C4H10N2O.

Summary:
* E_LUMO: 0.38 eV
* HOMO level: -7.7976 eV
* frontier orbital gap: 8.17 eV

The geometry in ORCA input format:
```
! wB97M-V def2-TZVPD RIJCOSX def2/J DEFGRID3
* xyz 0 1
C -0.79977 -0.64357 0.31517
C 2.37074 1.25639 -1.08540
C -1.80241 -1.65528 -0.20668
C -1.28282 0.53212 0.75032
N 0.29052 -1.26270 1.00357
O 1.29963 1.25368 -0.18153
N -1.71266 1.65896 0.58666
H 0.35965 0.84188 -0.50758
H 0.02586 -1.80636 1.81597
H 1.02474 -0.59726 1.21567
H -1.66429 2.40471 1.27382
H 2.52594 0.26680 -1.53471
H 2.24119 1.96939 -1.90920
H 3.28099 1.54662 -0.55088
H -2.61991 -1.16204 -0.72776
H -1.29823 -2.36262 -0.86293
H -2.23917 -2.24072 0.60546
*
```

For each atom in turn, the Mulliken charge in e is:
1. C 0.224
2. C -0.592
3. C -1.343
4. C 0.280
5. N -0.507
6. O -0.488
7. N -0.475
8. H 0.377
9. H 0.211
10. H 0.290
11. H 0.302
12. H 0.262
13. H 0.256
14. H 0.226
15. H 0.351
16. H 0.323
17. H 0.302

four:
ORCA calculation (ωB97M-V with the def2-TZVPD basis set) on a single C4H10N2O molecule.

Summary:
* E_LUMO: 0.83 eV
* HOMO level: -8.9523 eV
* frontier orbital gap: 9.78 eV

The geometry in ORCA input format:
```
! wB97M-V def2-TZVPD RIJCOSX def2/J DEFGRID3
* xyz 0 1
C -1.11757 -1.06200 -2.24769
N -0.50267 -1.02541 -0.93201
C 0.02375 0.19390 -0.56572
O 0.04821 1.11144 -1.38283
N 0.56550 0.36842 0.69743
C 0.90233 1.74987 0.99997
C 0.41549 -0.52006 1.83279
H -2.09578 -0.56365 -2.26490
H -0.46162 -0.48322 -2.89063
H -1.20688 -2.08284 -2.63622
H -0.73708 -1.74531 -0.27168
H 0.08617 2.25943 1.53294
H 1.05894 2.25526 0.04875
H 1.81509 1.79400 1.60145
H 0.64902 -1.55977 1.57834
H 1.13834 -0.21689 2.59996
H -0.58123 -0.47319 2.30008
*
```

For each atom in turn, the Mulliken charge in e is:
1. C -0.809
2. N -0.200
3. C 0.603
4. O -0.683
5. N 0.063
6. C -1.000
7. C -0.953
8. H 0.266
9. H 0.287
10. H 0.303
11. H 0.205
12. H 0.324
13. H 0.319
14. H 0.316
15. H 0.348
16. H 0.307
17. H 0.304

Result of the stability comparison: four is the most stable of them.

one:
ORCA calculation (ωB97M-V with the def2-TZVPD basis set) on a single C4H5NO2 molecule.

Summary:
* E_LUMO: 0.56 eV
* HOMO level: -8.9968 eV
* frontier orbital gap: 9.56 eV

The geometry in ORCA input format:
```
! wB97M-V def2-TZVPD RIJCOSX def2/J DEFGRID3
* xyz 0 1
C 0.98720 0.12884 -0.99652
C -2.12579 -0.12748 0.11044
C 0.06566 0.95123 -0.13531
C -0.96060 0.14744 0.61701
N 1.60563 -0.94138 -0.56646
O -3.20059 -0.18278 -0.36130
O 1.45321 -1.18102 0.84963
H 1.25680 0.45154 -2.04790
H 0.86306 1.32484 0.68584
H -0.36727 1.73778 -0.73885
H -0.52691 -0.31698 1.52286
H 0.94960 -1.99204 1.06057
*
```

For each atom in turn, the Mulliken charge in e is:
1. C -0.014
2. C 0.761
3. C -0.431
4. C -0.691
5. N -0.414
6. O -0.412
7. O -0.416
8. H 0.338
9. H 0.213
10. H 0.376
11. H 0.345
12. H 0.343

two:
ORCA calculation (ωB97M-V with the def2-TZVPD basis set) on a single C4H5NO2 molecule.

Summary:
* E_LUMO: -0.45 eV
* HOMO level: -8.9052 eV
* frontier orbital gap: 8.45 eV

The geometry in ORCA input format:
```
! wB97M-V def2-TZVPD RIJCOSX def2/J DEFGRID3
* xyz 0 1
C -0.52183 1.66229 -0.78378
C 0.31792 0.58367 -0.32123
C 1.07071 -0.27963 0.26230
O 2.37595 -0.55726 0.24913
N 0.18744 -0.94576 1.08019
C -0.94437 -1.51863 0.58903
O -1.60196 -1.14873 -0.37034
H -1.36078 1.30446 -1.38419
H -0.87656 2.29941 0.03281
H 0.13039 2.28268 -1.41632
H 2.48479 -1.30438 0.85972
H -1.26169 -2.37813 1.20269
*
```

For each atom in turn, the Mulliken charge in e is:
1. C -1.038
2. C 0.815
3. C 0.001
4. O -0.490
5. N -0.567
6. C 0.184
7. O -0.548
8. H 0.296
9. H 0.280
10. H 0.343
11. H 0.367
12. H 0.357

three:
ORCA calculation (ωB97M-V with the def2-TZVPD basis set) on 2 unconnected molecules or ions with the total composition C4H5NO2.

Summary:
* E_LUMO: 0.63 eV
* HOMO level: -9.2946 eV
* frontier orbital gap: 9.92 eV

The geometry in ORCA input format:
```
! wB97M-V def2-TZVPD RIJCOSX def2/J DEFGRID3
* xyz 0 1
C 1.00293 1.65910 0.06473
O 0.92156 1.07433 -1.25834
C 0.87374 -0.22492 -1.24054
N 0.92119 -1.36870 -1.08452
O 0.87067 -2.58906 -0.93815
C -1.55501 -1.43282 0.64435
C -2.27088 -0.54928 1.04115
H 0.15009 1.32741 0.66284
H 1.94309 1.36136 0.53674
H 0.97808 2.73615 -0.09500
H -0.90536 -2.20567 0.26965
H -2.93010 0.21209 1.39709
*
```

For each atom in turn, the Mulliken charge in e is:
1. C -0.517
2. O -0.357
3. C 0.362
4. N 0.462
5. O -0.697
6. C -0.437
7. C -0.404
8. H 0.208
9. H 0.301
10. H 0.220
11. H 0.486
12. H 0.372

four:
ORCA calculation (ωB97M-V with the def2-TZVPD basis set) on a molecular structure, C4H5NO2.

Summary:
* E_LUMO: 0.85 eV
* HOMO level: -7.7751 eV
* frontier orbital gap: 8.62 eV

The geometry in ORCA input format:
```
! wB97M-V def2-TZVPD RIJCOSX def2/J DEFGRID3
* xyz 0 1
C 1.34681 0.94929 -0.58098
C 0.20482 0.37004 0.12531
C -0.21929 -0.89899 0.46290
O 0.52319 -2.00570 0.35403
N -1.55547 -0.95062 0.81240
C -1.71937 0.23074 0.34170
O -0.91018 1.24077 0.40550
H 1.07602 1.36037 -1.55797
H 1.81077 1.76254 -0.01555
H 2.08484 0.15974 -0.72970
H -0.06186 -2.74436 0.60457
H -2.58030 0.52620 -0.22220
*
```

For each atom in turn, the Mulliken charge in e is:
1. C -1.049
2. C 0.290
3. C 0.490
4. O -0.499
5. N -0.579
6. C 0.044
7. O -0.319
8. H 0.258
9. H 0.291
10. H 0.290
11. H 0.364
12. H 0.419

Result of the stability comparison: four is the most stable of them.